[1]
{
  "formula": "C10H16ClI2NOPW",
  "method": "ωB97M-V/def2-TZVPD",
  "e_homo_ev": [-17.9878, -17.7334],
  "s_squared": 2.021,
  "largest_force_ev_per_a": 5.3,
  "charge": 3,
  "multiplicity": 3,
  "gap_ev": [4.50, 4.16],
  "symbols": ["I", "I", "W", "P", "C", "C", "H", "H", "H", "C", "H", "H", "H", "H", "H", "H", "C", "O", "Cl", "N", "C", "C", "C", "C", "C", "C", "H", "H", "H", "H", "H", "H", "H"],
  "xyz": [[-3.480, 2.608, 1.543], [-0.454, 1.161, 3.283], [-0.772, 1.361, 0.736], [0.692, 2.762, -0.307], [2.251, 3.359, 0.368], [0.841, 2.848, -2.043], [-1.546, 3.695, -0.370], [-0.228, 4.817, -0.145], [-0.831, 3.933, 1.216], [-0.615, 3.844, 0.159], [-0.066, 2.495, -2.514], [1.025, 3.879, -2.351], [2.435, 4.383, 0.008], [3.078, 2.712, 0.044], [1.658, 2.227, -2.396], [2.245, 3.368, 1.463], [1.155, 0.543, 1.026], [2.128, -0.017, 1.390], [-2.126, 0.766, -0.986], [-0.093, -1.364, -0.413], [-0.424, -2.695, -0.066], [-1.661, -3.272, -0.412], [-1.849, -4.639, -0.246], [-0.842, -5.423, 0.288], [0.313, -4.843, 0.779], [0.526, -3.482, 0.617], [-0.584, -0.934, -1.198], [0.898, -1.181, -0.555], [-2.481, -2.697, -0.821], [-2.748, -5.132, -0.602], [-0.939, -6.502, 0.252], [1.056, -5.497, 1.215], [1.441, -3.083, 1.040]],
  "nbo_charge": [0.436, 0.350, 0.350, 1.224, -0.968, -1.004, 0.312, 0.358, 0.306, -1.080, 0.285, 0.313, 0.312, 0.300, 0.300, 0.286, 0.478, -0.381, -0.188, -0.599, 0.162, -0.167, -0.177, -0.020, -0.170, -0.173, 0.431, 0.417, 0.249, 0.272, 0.268, 0.271, 0.248]
}

=====

[2]
{
  "formula": "C10H16ClN2O",
  "method": "ωB97M-V/def2-TZVPD",
  "e_homo_ev": -12.7794,
  "largest_force_ev_per_a": 5.8,
  "charge": 1,
  "gap_ev": 9.31,
  "symbols": ["C", "C", "C", "C", "C", "C", "C", "C", "C", "C", "N", "N", "O", "Cl", "H", "H", "H", "H", "H", "H", "H", "H", "H", "H", "H", "H", "H", "H", "H", "H"],
  "xyz": [[0.453, -2.611, -0.326], [1.499, 0.020, -0.114], [2.250, -1.090, -0.142], [0.043, 1.734, 0.654], [-0.955, 0.670, 0.537], [1.508, 1.303, 0.559], [-0.408, -0.347, -0.480], [2.476, 2.368, -0.159], [-0.782, 0.162, -1.875], [-2.039, -2.577, 1.292], [-0.493, -1.738, -0.307], [1.738, -2.375, -0.493], [-1.835, -2.184, -0.113], [3.981, -1.143, 0.262], [-0.004, -3.611, -0.113], [-0.210, 2.429, -0.140], [0.044, 2.219, 1.673], [-1.206, 0.079, 1.414], [-1.934, 0.987, 0.098], [1.871, 1.092, 1.550], [2.228, 2.502, -1.185], [3.521, 2.095, 0.017], [2.271, 3.258, 0.517], [-0.278, -0.346, -2.789], [-0.734, 1.190, -1.926], [-1.767, -0.074, -1.990], [-3.069, -2.852, 1.288], [-1.864, -1.645, 1.917], [-1.544, -3.461, 1.688], [2.401, -3.210, -0.500]],
  "nbo_charge": [0.369, 0.076, 0.074, -0.410, -0.427, -0.300, 0.214, -0.580, -0.642, -0.278, -0.102, -0.556, -0.334, 0.035, 0.255, 0.224, 0.246, 0.210, 0.241, 0.233, 0.220, 0.229, 0.225, 0.231, 0.229, 0.226, 0.230, 0.195, 0.199, 0.468]
}

=====

Relative energy (zero: lowest compared OMol25 entry of this formula, charge and spin) in kJ/mol, matching the order above: 240.6 0.0